Formula: C22H29IrO
Source: the OMol25 dataset
Level of theory: ωB97M-V with the def2-TZVPD basis set

Atoms and positions in Å:
C1 1.237 -1.833 1.575
C2 1.758 -1.191 0.387
C3 0.869 -1.435 -0.669
C4 -0.218 -2.264 -0.174
C5 0.120 -2.663 1.180
Ir1 -0.737 -0.732 1.411
C6 -3.662 1.297 -0.046
C7 -3.000 1.040 1.155
H1 -2.549 1.838 1.784
C8 -2.686 -0.325 1.693
H2 -3.355 -1.145 1.294
H3 -2.728 -0.442 2.818
C9 -3.324 2.796 -0.379
H4 -2.609 3.252 0.358
H5 -2.885 2.940 -1.391
H6 -4.223 3.479 -0.330
C10 -2.875 0.501 -1.189
H7 -1.927 0.032 -0.785
H8 -3.409 -0.393 -1.625
H9 -2.592 1.142 -2.043
C11 3.031 -0.438 0.354
H10 3.167 0.152 1.265
H11 3.892 -1.118 0.263
H12 3.060 0.275 -0.470
C12 1.053 -1.012 -2.081
H13 1.534 -0.030 -2.138
H14 1.693 -1.723 -2.626
H15 0.097 -0.947 -2.615
C13 -1.336 -2.865 -0.950
H16 -1.364 -2.469 -1.969
H17 -1.225 -3.956 -0.989
H18 -2.295 -2.644 -0.465
C14 -0.458 -3.798 1.950
H19 -1.457 -4.042 1.584
H20 0.181 -4.681 1.834
H21 -0.511 -3.557 3.013
C15 1.888 -1.840 2.915
H22 1.132 -1.908 3.707
H23 2.574 -2.693 3.012
H24 2.460 -0.916 3.073
C16 2.307 2.479 -0.175
C17 1.033 2.398 -0.861
C18 3.283 3.104 -0.961
C19 0.856 2.810 -2.209
H25 -0.089 2.173 -0.840
C20 3.155 3.409 -2.289
H26 4.199 3.335 -0.494
C21 1.912 3.233 -2.879
H27 -0.158 2.761 -2.703
H28 3.990 3.784 -2.920
H29 1.750 3.426 -3.968
O1 -0.169 1.011 3.789
C22 -0.391 0.390 2.822

Output
strongest force on any atom = 7.00 eV/A
gap between HOMO and LUMO (spin up / spin down) = 5.42 / 5.48 eV
M = 501.7 g/mol
spin multiplicity = 6
HOMO level (spin up / spin down) = -8.83 / -11.93 eV
net charge = +1